No. 1
{"formula": "C40H40CsN11S2Sb2Se4", "method": "wB97M-V/def2-TZVPD", "homo_lumo_gap_ev": 5.01, "total_energy_ha": -13053.510726, "e_above_lowest_kcal_mol": 2.5, "charge": -2, "elements": ["Cs", "N", "C", "N", "C", "N", "N", "C", "C", "C", "C", "C", "C", "N", "C", "C", "C", "C", "C", "C", "H", "H", "H", "H", "H", "H", "H", "H", "H", "H", "H", "C", "C", "N", "N", "C", "S", "N", "N", "H", "H", "H", "H", "H", "H", "Se", "Sb", "Se", "Se", "Se", "C", "C", "C", "C", "N", "N", "C", "H", "H", "H", "H", "H", "H", "H", "H", "S", "Sb", "C", "C", "C", "C", "C", "C", "C", "C", "C", "C", "C", "C", "C", "C", "C", "C", "C", "C", "H", "H", "H", "H", "H", "H", "H", "H", "H", "H", "H", "H", "H", "H", "H"], "coordinates": [[0.1067, 0.2264, 1.3787], [1.8350, -3.7182, -0.1667], [0.8571, -2.8155, -0.2527], [-0.3205, -2.9163, 0.2838], [-0.6080, -4.0329, 1.0498], [-1.7624, -4.2245, 1.5933], [-2.7268, -3.2770, 1.3098], [-2.6724, -2.1988, 1.9712], [-3.6039, -1.0922, 1.7015], [-4.7371, -1.2595, 0.9056], [-5.5076, -0.1556, 0.6164], [-5.1269, 1.0836, 1.1206], [-3.9912, 1.1494, 1.9070], [-3.2424, 0.0878, 2.2085], [0.4421, -5.0504, 1.2351], [0.2599, -6.1992, 2.0051], [1.2789, -7.1185, 2.1443], [2.5071, -6.8963, 1.5135], [2.7099, -5.7694, 0.7483], [1.6709, -4.8439, 0.6054], [2.7543, -3.4364, -0.5544], [1.0985, -1.9320, -0.8465], [-1.8902, -2.0128, 2.7109], [-4.9543, -2.2396, 0.5060], [-6.3806, -0.2469, -0.0181], [-5.6878, 1.9816, 0.8978], [-3.6530, 2.0988, 2.3085], [-0.7003, -6.3443, 2.4822], [1.1311, -8.0080, 2.7439], [3.3112, -7.6125, 1.6309], [3.6559, -5.5734, 0.2596], [2.0638, 3.6830, -3.7522], [1.2193, 4.0362, -2.5914], [1.3818, 5.0442, -1.7888], [0.4041, 4.8751, -0.8527], [-0.3421, 3.7805, -1.0404], [-1.6255, 3.2352, -0.0793], [0.1654, 3.2598, -2.1858], [-0.2098, 2.0908, -2.8527], [2.7469, 4.5025, -3.9606], [1.4445, 3.4624, -4.6211], [2.6382, 2.7859, -3.5089], [0.3378, 5.4860, -0.0599], [-1.1001, 1.8030, -2.4577], [0.4766, 1.3654, -2.5936], [6.1775, 1.0281, 0.2431], [4.0671, -0.1725, 0.0424], [2.3258, 1.3619, -0.8398], [3.1178, -1.1425, 2.1065], [4.2377, -2.0458, -1.6147], [-3.7269, 2.0867, -3.8398], [-3.3836, 0.8045, -3.1573], [-3.2389, -0.4828, -3.6174], [-2.7909, -1.2316, -2.5021], [-2.6751, -0.4574, -1.4343], [-3.0527, 0.7671, -1.8492], [-2.4790, -2.6889, -2.4435], [-4.6218, 1.9783, -4.4534], [-2.9066, 2.4093, -4.4833], [-3.9068, 2.8760, -3.1084], [-3.3826, -0.8352, -4.6251], [-2.9388, 1.5491, -1.2125], [-1.8135, -2.9625, -3.2642], [-3.3931, -3.2830, -2.5215], [-1.9884, -2.9160, -1.4994], [0.8448, -1.3064, -3.7722], [2.9229, -1.9590, -4.3815], [3.4362, -3.9655, -3.9421], [2.4532, -4.7733, -3.3861], [2.7555, -6.0780, -3.0160], [4.0360, -6.5765, -3.2127], [5.0143, -5.7704, -3.7800], [4.7196, -4.4639, -4.1439], [2.6887, -2.2837, -6.5111], [2.4896, -1.1812, -7.3409], [2.2907, -1.3370, -8.7041], [2.2853, -2.6095, -9.2636], [2.4749, -3.7155, -8.4501], [2.6752, -3.5512, -7.0831], [4.4733, -0.5405, -4.6439], [4.5742, 0.5369, -3.7707], [5.6340, 1.4172, -3.8856], [6.5944, 1.2203, -4.8744], [6.4827, 0.1591, -5.7556], [5.4103, -0.7253, -5.6481], [1.4597, -4.3708, -3.2178], [1.9934, -6.6987, -2.5612], [4.2748, -7.5902, -2.9137], [6.0179, -6.1534, -3.9223], [5.4963, -3.8248, -4.5481], [2.4903, -0.1834, -6.9147], [2.1399, -0.4669, -9.3322], [2.1317, -2.7353, -10.3289], [2.4686, -4.7115, -8.8775], [2.8240, -4.4257, -6.4596], [3.8483, 0.6608, -2.9727], [5.7353, 2.2173, -3.1637], [7.4434, 1.8903, -4.9403], [7.2335, 0.0030, -6.5215], [5.3228, -1.5533, -6.3427]], "forces_ev_per_a": [[-0.45, -0.02, 0.00], [0.09, -0.08, -0.04], [0.00, 0.14, -0.06], [-0.07, 0.11, 0.10], [0.08, -0.02, -0.07], [-0.08, 0.02, -0.02], [0.03, -0.02, 0.05], [0.06, -0.06, 0.03], [0.00, 0.01, -0.04], [0.01, -0.01, 0.01], [-0.01, 0.02, -0.01], [-0.01, 0.00, -0.01], [0.01, 0.00, 0.01], [-0.05, 0.02, -0.02], [0.01, 0.00, -0.01], [0.00, -0.02, -0.01], [0.00, 0.00, 0.00], [0.01, 0.01, 0.00], [-0.02, 0.00, 0.01], [0.01, -0.04, 0.01], [-0.06, 0.03, 0.03], [0.03, -0.09, -0.03], [-0.02, 0.00, 0.01], [0.00, -0.01, 0.00], [0.00, 0.00, 0.00], [0.00, 0.00, 0.00], [0.00, 0.01, 0.00], [0.00, 0.00, 0.00], [0.00, 0.00, 0.00], [0.01, 0.00, 0.00], [0.02, 0.00, 0.00], [0.01, 0.02, -0.02], [0.05, 0.03, -0.02], [0.02, 0.01, -0.05], [-0.01, -0.02, -0.02], [-0.05, -0.11, -0.01], [-0.01, 0.10, -0.03], [0.03, -0.02, 0.13], [0.00, -0.01, 0.02], [0.00, 0.01, -0.01], [-0.01, 0.01, -0.02], [-0.01, 0.01, 0.02], [0.00, -0.01, -0.01], [-0.01, -0.01, 0.01], [-0.01, 0.00, -0.04], [-0.07, -0.14, -0.02], [-0.06, 0.32, 0.17], [0.17, 0.18, -0.10], [0.30, -0.18, 0.06], [0.10, -0.27, -0.07], [-0.03, 0.01, 0.00], [0.00, 0.02, -0.01], [0.01, 0.00, 0.03], [-0.04, 0.00, -0.03], [0.04, -0.03, 0.01], [0.01, 0.00, 0.12], [0.03, 0.05, 0.01], [0.01, 0.00, -0.01], [0.01, 0.00, -0.01], [0.00, 0.00, 0.01], [-0.01, 0.00, -0.01], [0.00, 0.01, -0.09], [0.02, -0.01, 0.02], [0.00, -0.02, 0.00], [-0.02, -0.02, 0.01], [-0.07, -0.07, 0.01], [-0.19, 0.29, 0.21], [0.11, -0.05, -0.04], [0.01, -0.06, 0.02], [-0.02, 0.01, -0.02], [0.00, 0.01, -0.01], [0.06, 0.00, -0.02], [-0.11, 0.02, 0.07], [0.02, -0.06, -0.07], [-0.01, 0.03, 0.00], [0.00, -0.01, 0.00], [0.00, 0.00, -0.01], [0.00, -0.02, -0.02], [0.02, 0.03, -0.01], [0.03, -0.03, -0.04], [-0.04, -0.15, -0.01], [0.10, 0.03, -0.05], [-0.02, 0.09, 0.09], [-0.06, -0.12, -0.07], [0.15, 0.09, -0.01], [-0.01, 0.02, 0.01], [-0.01, -0.01, 0.02], [0.00, 0.00, 0.00], [0.00, 0.00, 0.01], [0.02, -0.01, -0.01], [-0.01, 0.00, 0.01], [0.00, 0.01, 0.00], [0.00, 0.00, 0.00], [0.00, -0.01, -0.01], [0.00, -0.01, 0.00], [0.00, 0.04, 0.00], [-0.01, 0.02, 0.01], [0.00, 0.01, -0.01], [0.01, 0.00, -0.01], [0.00, 0.00, -0.01]]}

No. 2
{"formula": "C40H40FeN4S2", "method": "wB97M-V/def2-TZVPD", "s2": 6.0668, "homo_lumo_gap_ev": [4.69, 6.91], "total_energy_ha": -3826.634349, "multiplicity": 5, "charge": -2, "elements": ["Fe", "S", "C", "S", "C", "C", "N", "C", "N", "C", "C", "C", "C", "C", "C", "C", "C", "C", "C", "C", "C", "N", "C", "C", "N", "C", "C", "C", "C", "C", "C", "C", "C", "C", "C", "C", "C", "C", "C", "C", "C", "C", "C", "C", "C", "C", "C", "H", "H", "H", "H", "H", "H", "H", "H", "H", "H", "H", "H", "H", "H", "H", "H", "H", "H", "H", "H", "H", "H", "H", "H", "H", "H", "H", "H", "H", "H", "H", "H", "H", "H", "H", "H", "H", "H", "H", "H"], "coordinates": [[13.2025, 13.1326, 8.4272], [15.4150, 13.3470, 8.2481], [15.1476, 15.0276, 7.9932], [13.4412, 15.3063, 8.1394], [16.1889, 15.9622, 7.7642], [15.9921, 17.3399, 7.4059], [16.0549, 18.4678, 7.1726], [17.5686, 15.5979, 7.9376], [18.6906, 15.4531, 8.0932], [9.8178, 12.9429, 11.5650], [10.3016, 14.3834, 11.0712], [11.8504, 14.7358, 11.4305], [9.8466, 14.7226, 9.7284], [8.9756, 15.7895, 9.5840], [8.4794, 16.1443, 8.2698], [8.8620, 15.5186, 7.2428], [9.9602, 14.4077, 7.2966], [10.4709, 13.6155, 6.0717], [11.2688, 14.4907, 5.0837], [9.5480, 12.6034, 5.3660], [10.2841, 14.1523, 8.5912], [11.2534, 13.0550, 8.7660], [10.8070, 11.7395, 8.6417], [11.7815, 10.7745, 8.4978], [13.0346, 11.1482, 8.1116], [14.0944, 10.3243, 8.1124], [14.7928, 10.0131, 9.3169], [15.9648, 9.4442, 9.2559], [16.4263, 8.8472, 8.0786], [15.6364, 8.9823, 6.9019], [14.5568, 9.8015, 6.8453], [13.9633, 10.1344, 5.5469], [14.7875, 11.2159, 4.9271], [12.4627, 10.5562, 5.3769], [14.1884, 10.4909, 10.6802], [13.7426, 9.2796, 11.5605], [15.0572, 11.4515, 11.5179], [11.0619, 9.3158, 8.6357], [11.4681, 8.1127, 8.7548], [10.5445, 7.0262, 9.1787], [9.1982, 7.4461, 9.2919], [8.7335, 8.8083, 9.2791], [7.5217, 9.2323, 9.4714], [7.0825, 10.7041, 9.2489], [8.1357, 11.5432, 8.7969], [9.5569, 11.1930, 8.7921], [9.7328, 9.8225, 8.9406], [10.1519, 12.6051, 12.4029], [9.8959, 11.9707, 10.7212], [8.8239, 12.8967, 11.3610], [9.7547, 15.0286, 11.8402], [12.6179, 14.5391, 10.3713], [11.8961, 14.4607, 12.4988], [11.9918, 16.0035, 11.4574], [8.3793, 15.9623, 10.6605], [7.6850, 17.0111, 8.0535], [8.6294, 15.7892, 6.2886], [11.3116, 13.0788, 6.3544], [10.4150, 15.1285, 4.7460], [11.5963, 13.9777, 4.3924], [12.1938, 15.1511, 5.5525], [8.8538, 12.9832, 4.7827], [8.7757, 12.0638, 6.1959], [10.1618, 11.8522, 4.6975], [16.8011, 8.9488, 10.2102], [17.6499, 8.1749, 8.2264], [16.0223, 8.3413, 5.9380], [13.6500, 9.0332, 4.9426], [15.0049, 12.0518, 5.4188], [14.4226, 11.6074, 4.1157], [15.5934, 10.7263, 4.5071], [12.4100, 11.6096, 5.4414], [11.6879, 9.9608, 6.1450], [12.0944, 10.3628, 4.3239], [13.3045, 10.9750, 10.4698], [14.9269, 8.6836, 11.8779], [13.0829, 8.4250, 11.2823], [13.2484, 9.7320, 12.6707], [16.2406, 11.1297, 11.6180], [14.5160, 11.5164, 12.6656], [14.9781, 12.7513, 10.8054], [12.5301, 7.3120, 9.2957], [10.6545, 5.9456, 9.7622], [8.3568, 6.6700, 9.4278], [6.2786, 8.6929, 9.6715], [6.0805, 10.9596, 9.3939], [7.8785, 12.4868, 8.5569]], "forces_ev_per_a": [[-0.59, -0.76, -0.25], [0.81, -0.18, -0.13], [0.90, 0.75, 0.01], [0.22, 1.22, -0.39], [-1.00, -0.68, 0.05], [0.42, -0.58, 0.56], [-0.34, 0.13, -0.21], [-1.89, 0.53, -0.34], [1.46, -0.39, 0.17], [1.06, -0.07, -8.87], [1.12, -0.90, 3.58], [-0.32, 3.28, -3.46], [-1.69, 3.49, 0.91], [-2.73, -0.51, 2.24], [-3.51, 4.60, 5.60], [6.12, -6.14, -3.96], [-3.83, 2.52, -0.46], [0.59, 0.81, 0.22], [-3.63, 7.62, 7.28], [1.57, -3.61, 3.97], [3.67, -4.74, -2.09], [-0.70, -1.18, -0.64], [1.01, 5.00, 0.02], [1.73, -4.56, -0.92], [-3.03, 1.84, 1.23], [2.14, -2.12, -1.07], [-3.91, 3.00, 1.40], [6.78, -5.13, 1.70], [2.49, -1.38, -0.30], [4.11, -2.97, -1.32], [-1.26, 0.38, 2.90], [-4.25, -2.43, -2.01], [0.47, -4.68, 0.21], [-1.85, -2.10, 1.38], [1.31, -2.09, 0.33], [2.81, -0.73, 4.20], [0.56, 2.61, 0.51], [-0.16, 10.30, 0.12], [3.87, -12.14, 4.20], [-2.64, 1.00, 0.84], [-0.81, -2.04, 0.30], [4.57, -0.73, -1.53], [-10.53, 3.90, 1.01], [6.19, -2.70, -0.90], [-0.45, -2.30, 1.98], [-4.34, -1.97, 0.20], [0.26, -3.79, -0.31], [1.84, -1.68, 5.45], [1.06, 2.80, 2.41], [-3.51, 0.44, 0.78], [0.44, -0.41, -1.21], [-1.89, -0.24, 4.07], [1.22, -0.55, -0.76], [-0.74, -3.33, -0.08], [1.59, 0.57, -3.21], [1.75, -1.85, 1.10], [-1.10, 0.79, -2.49], [0.94, -1.71, 1.79], [1.27, 0.47, -0.61], [3.27, -5.18, -7.08], [-2.68, -1.72, -0.86], [-3.15, 2.52, -3.22], [2.67, 0.84, -2.04], [-1.20, 1.22, 1.73], [-3.21, 2.35, -2.29], [-4.31, 2.11, -1.07], [-1.12, 1.91, 2.24], [2.63, 2.67, 1.15], [1.18, 2.81, 3.34], [-3.15, 1.85, -4.87], [2.74, -0.61, -0.27], [-0.54, 1.20, 0.78], [2.04, 1.81, -2.08], [0.65, -0.21, 0.96], [-1.89, 1.38, -0.61], [-3.64, 1.63, -0.58], [0.46, 1.14, -0.60], [1.58, -1.35, -3.21], [-3.17, 0.87, -0.26], [1.79, 0.17, -3.31], [0.44, -4.06, 2.52], [-1.70, 3.69, -2.17], [0.77, 2.80, -2.31], [1.40, 1.11, 0.15], [4.49, 0.43, -0.40], [-1.22, 0.59, -0.11], [-0.79, 3.36, -0.77]]}

Which formula does entry 2 have? C40H40FeN4S2